143
Properties=species:S:1:pos:R:3:mulliken_spin:R:1 method="wB97M-V/def2-TZVPD" multiplicity=2 energy_ev=-279193.73135 s2=0.76 de_lowest_kj_mol=5.66 homo_lumo_gap_ha="0.2255 / 0.1884" charge=+2
Ti 0.86 -0.53 -0.12 0.1299
S 0.89 1.63 6.74 0.0000
C 1.86 3.01 6.96 -0.0001
C 2.39 3.46 5.79 0.0000
C 2.01 2.67 4.68 -0.0001
C 1.19 1.62 5.03 0.0002
C 0.59 0.62 4.16 0.0003
C 0.99 0.52 2.82 -0.0040
N 0.46 -0.33 1.95 -0.0044
C -0.57 -1.12 2.35 0.0050
C -0.99 -1.15 3.68 -0.0012
C -2.04 -2.05 4.07 0.0003
C -2.70 -2.77 3.14 -0.0004
C -2.35 -2.68 1.75 -0.0017
C -3.07 -3.32 0.75 0.0015
C -2.74 -3.15 -0.58 -0.0216
C -1.56 -2.44 -0.86 -0.0454
N -0.82 -1.86 0.08 0.0128
C -1.25 -1.91 1.37 -0.0092
C -3.60 -3.70 -1.63 0.0003
C -4.11 -3.05 -2.72 -0.0010
C -4.99 -3.85 -3.49 0.0004
C -5.13 -5.10 -2.97 0.0000
S -4.21 -5.31 -1.55 0.0000
C -0.38 -0.27 4.59 0.0008
H 2.00 3.42 7.95 0.0000
H 3.04 4.33 5.72 0.0000
H 2.32 2.87 3.67 -0.0001
H 1.79 1.15 2.46 0.0022
H -2.30 -2.11 5.12 0.0000
H -3.52 -3.42 3.42 0.0000
H -3.94 -3.92 1.01 0.0001
H -1.21 -2.37 -1.88 0.0541
H -3.89 -2.01 -2.94 0.0030
H -5.50 -3.51 -4.38 0.0000
H -5.71 -5.93 -3.36 0.0000
H -0.70 -0.28 5.62 -0.0001
C 0.69 -6.38 -2.23 0.0002
C 0.80 -5.28 -3.25 0.0023
C 2.01 -4.99 -3.88 -0.0009
C 2.13 -3.95 -4.79 0.0077
C 3.45 -3.69 -5.48 0.0000
C 1.01 -3.16 -5.07 -0.0058
C -0.23 -3.45 -4.49 -0.0063
C -1.49 -2.70 -4.85 0.0112
C -0.31 -4.52 -3.60 0.0018
C 1.14 -2.06 -6.07 -0.0139
C 1.05 -2.36 -7.43 0.0001
C 1.14 -1.36 -8.38 -0.0001
C 1.34 -0.05 -7.99 0.0002
C 1.47 0.29 -6.65 -0.0040
C 1.36 -0.73 -5.70 0.0197
Ge 1.49 -0.24 -3.80 -0.0318
S -0.51 0.58 -2.87 0.3640
S 1.89 -1.74 -2.06 0.0089
Ge 3.64 -0.20 -1.49 -0.0253
S 2.81 0.75 0.30 0.0065
S 3.26 1.05 -3.35 0.0050
C 5.45 -0.98 -1.25 0.0020
C 5.64 -2.16 -0.48 -0.0007
C 6.93 -2.63 -0.28 0.0000
C 8.02 -1.97 -0.81 0.0000
C 7.84 -0.82 -1.55 0.0002
C 6.56 -0.30 -1.78 -0.0002
C 6.55 0.99 -2.53 -0.0012
C 6.91 0.99 -3.89 -0.0002
C 7.07 -0.30 -4.66 0.0000
C 7.16 2.20 -4.51 0.0000
C 7.03 3.41 -3.85 -0.0001
C 7.41 4.72 -4.51 0.0000
C 6.61 3.39 -2.53 0.0000
C 6.39 2.20 -1.85 0.0012
C 6.07 2.25 -0.37 0.0004
C 4.55 -3.01 0.08 0.0000
C 4.09 -4.09 -0.68 0.0001
C 4.66 -4.40 -2.04 -0.0002
C 3.14 -4.96 -0.14 -0.0003
C 2.68 -4.80 1.16 0.0013
C 1.90 -5.91 1.82 -0.0002
C 3.13 -3.70 1.90 -0.0007
C 4.08 -2.83 1.39 0.0021
C 4.72 -1.81 2.30 -0.0010
C 1.73 1.71 -6.28 0.0041
C 0.70 2.54 -5.81 -0.0058
C -0.73 2.06 -5.67 0.0256
C 0.99 3.88 -5.55 -0.0038
C 2.25 4.41 -5.76 -0.0004
C 2.54 5.86 -5.50 0.0000
C 3.25 3.56 -6.24 0.0005
C 3.01 2.23 -6.51 0.0030
C 4.10 1.33 -7.03 -0.0001
H 1.60 -6.96 -2.17 0.0000
H -0.14 -7.05 -2.47 0.0000
H 0.48 -5.95 -1.24 -0.0001
H 2.87 -5.62 -3.67 0.0005
H 4.24 -4.32 -5.07 0.0001
H 3.74 -2.64 -5.37 0.0001
H 3.37 -3.90 -6.55 0.0000
H -1.32 -1.93 -5.59 0.0005
H -1.93 -2.23 -3.96 0.0062
H -2.24 -3.38 -5.25 -0.0013
H -1.27 -4.79 -3.18 -0.0007
H 0.90 -3.39 -7.73 0.0001
H 1.05 -1.60 -9.43 0.0000
H 1.41 0.74 -8.73 0.0000
H 7.07 -3.54 0.29 0.0000
H 9.02 -2.35 -0.64 0.0000
H 8.69 -0.29 -1.95 -0.0001
H 6.48 -1.11 -4.24 0.0001
H 8.12 -0.62 -4.67 0.0000
H 6.77 -0.15 -5.70 0.0000
H 7.50 2.20 -5.54 0.0000
H 7.58 4.59 -5.58 0.0000
H 8.33 5.10 -4.07 0.0000
H 6.64 5.48 -4.36 0.0000
H 6.50 4.34 -1.99 0.0000
H 6.29 3.23 0.03 0.0000
H 6.63 1.50 0.19 0.0000
H 5.01 2.07 -0.19 -0.0012
H 5.19 -3.55 -2.46 0.0001
H 3.87 -4.69 -2.73 -0.0001
H 5.36 -5.23 -1.97 0.0001
H 2.83 -5.83 -0.72 0.0001
H 1.49 -6.61 1.09 0.0000
H 1.10 -5.54 2.46 0.0000
H 2.58 -6.47 2.48 0.0000
H 2.84 -3.62 2.94 -0.0001
H 4.11 -1.64 3.18 0.0001
H 4.89 -0.86 1.80 0.0003
H 5.69 -2.18 2.63 0.0000
H -0.81 0.98 -5.72 0.0030
H -1.34 2.47 -6.48 0.0006
H -1.16 2.41 -4.74 -0.0038
H 0.20 4.53 -5.19 -0.0005
H 1.63 6.41 -5.26 0.0000
H 2.99 6.33 -6.38 0.0000
H 3.25 5.97 -4.68 0.0000
H 4.24 3.97 -6.42 0.0000
H 5.06 1.84 -6.99 0.0000
H 3.92 1.03 -8.07 0.0000
H 4.17 0.41 -6.44 0.0001
O -0.33 0.83 -0.30 0.1106
N 0.33 0.75 -1.45 0.3988

***

158
Properties=species:S:1:pos:R:3:lowdin_charge:R:1 method="wB97M-V/def2-TZVPD" energy_ev=-254137.15834 de_lowest_kj_mol=23.54 homo_lumo_gap_ha=0.2418 charge=-1
Ag -0.07 -0.49 -0.89 0.4493
C 4.44 -1.64 1.22 -0.0533
N 3.20 -2.34 0.95 -0.1512
C 3.30 -3.53 0.14 -0.0454
C 2.00 -1.74 1.07 -0.5109
O 0.96 -2.28 0.74 -0.0306
C 2.00 -0.34 1.68 -0.1550
O 0.71 0.18 1.51 -0.1847
C 0.51 1.41 2.14 -0.1001
C -0.81 1.96 1.58 -0.4344
O -1.21 1.59 0.50 0.0081
N -1.53 2.83 2.33 -0.1319
C -2.78 3.29 1.77 -0.0353
C -1.09 3.50 3.53 -0.0537
H 5.26 -2.36 1.17 0.0907
H 4.44 -1.21 2.22 0.0885
H 4.62 -0.86 0.48 0.0633
H 3.76 -4.35 0.71 0.0868
H 3.90 -3.32 -0.75 0.0875
H 2.30 -3.82 -0.18 0.0877
H 2.73 0.28 1.16 0.0951
H 2.27 -0.41 2.75 0.1412
H 1.32 2.12 1.90 0.1168
H 0.46 1.26 3.22 0.1243
H -3.11 2.59 1.01 0.0692
H -2.67 4.29 1.32 0.0644
H -3.52 3.34 2.57 0.0980
H -0.17 3.08 3.91 0.0797
H -1.86 3.41 4.30 0.0873
H -0.92 4.57 3.34 0.0840
C 2.98 -2.40 -9.19 -0.0538
C 3.23 -1.45 -8.05 -0.2697
C 3.83 -1.87 -6.87 -0.0092
C 4.12 -0.98 -5.84 -0.2317
C 4.80 -1.47 -4.59 -0.0314
C 3.80 0.36 -5.99 -0.2015
C 3.14 0.80 -7.15 -0.2435
C 2.71 2.24 -7.28 -0.0282
C 2.88 -0.11 -8.16 -0.0280
C 4.31 1.38 -5.02 -0.2142
C 5.58 1.90 -5.30 -0.0351
C 6.14 2.88 -4.49 -0.0687
C 5.41 3.35 -3.41 -0.0442
C 4.15 2.84 -3.13 -0.2203
C 3.59 1.84 -3.93 -0.2015
Ge 1.97 0.88 -3.31 -0.0246
S 2.53 -0.37 -1.65 0.2323
S 0.19 2.21 -2.90 0.3641
Ge -0.95 0.55 -3.93 0.0036
S -1.89 -0.81 -2.55 0.1611
S 0.92 -0.23 -4.96 0.3511
C -2.37 1.20 -5.13 -0.2048
C -3.06 2.35 -4.78 -0.2243
C -4.18 2.74 -5.51 -0.0362
C -4.63 1.99 -6.58 -0.0680
C -3.94 0.84 -6.93 -0.0408
C -2.82 0.43 -6.21 -0.2161
C -2.13 -0.81 -6.65 -0.1549
C -2.57 -2.06 -6.22 -0.2027
C -3.76 -2.22 -5.31 -0.0452
C -1.87 -3.20 -6.62 -0.0050
C -0.78 -3.11 -7.48 -0.2600
C 0.01 -4.34 -7.85 -0.0531
C -0.41 -1.87 -7.97 -0.0186
C -1.07 -0.71 -7.56 -0.2366
C -0.63 0.63 -8.08 -0.0339
C -2.63 3.22 -3.64 -0.1967
C -3.21 3.04 -2.38 -0.1942
C -4.13 1.89 -2.09 -0.0366
C -2.93 3.97 -1.38 -0.0062
C -2.09 5.05 -1.60 -0.2519
C -1.82 6.05 -0.51 -0.0474
C -1.51 5.19 -2.85 -0.0398
C -1.77 4.28 -3.88 -0.2828
C -1.10 4.44 -5.21 -0.0457
C 3.38 3.44 -1.99 -0.1519
C 2.47 4.46 -2.25 -0.2324
C 2.27 5.00 -3.64 -0.0295
C 1.74 5.00 -1.20 -0.0158
C 1.91 4.56 0.10 -0.2515
C 1.06 5.10 1.21 -0.0589
C 2.88 3.59 0.34 -0.0219
C 3.63 3.03 -0.68 -0.2093
C 4.67 2.01 -0.37 -0.0666
H 3.39 -3.39 -8.97 0.0743
H 3.44 -2.04 -10.10 0.0784
H 1.91 -2.51 -9.38 0.0455
H 4.09 -2.92 -6.75 0.1102
H 4.94 -2.55 -4.63 0.0745
H 4.21 -1.23 -3.70 0.0185
H 5.77 -1.00 -4.46 0.0835
H 3.55 2.92 -7.14 0.0805
H 1.97 2.47 -6.51 0.0714
H 2.27 2.42 -8.26 0.0766
H 2.39 0.24 -9.07 0.1104
H 6.11 1.53 -6.17 0.1205
H 7.13 3.27 -4.71 0.0961
H 5.80 4.14 -2.78 0.1195
H -4.70 3.65 -5.21 0.1199
H -5.51 2.30 -7.13 0.0953
H -4.27 0.23 -7.76 0.1190
H -4.46 -1.41 -5.42 0.0738
H -3.44 -2.23 -4.27 0.0199
H -4.27 -3.16 -5.52 0.0748
H -2.18 -4.16 -6.25 0.1131
H -0.46 -5.24 -7.45 0.0689
H 1.02 -4.28 -7.45 0.0756
H 0.09 -4.45 -8.94 0.0760
H 0.43 -1.78 -8.65 0.0832
H 0.13 0.51 -8.86 0.0638
H -0.19 1.21 -7.27 0.0557
H -1.47 1.20 -8.48 0.0832
H -4.87 1.76 -2.89 0.0821
H -4.65 2.03 -1.15 0.0726
H -3.57 0.96 -2.03 -0.0078
H -3.40 3.85 -0.41 0.0806
H -2.61 6.03 0.24 0.0676
H -1.77 7.06 -0.91 0.0815
H -0.88 5.85 -0.01 0.0323
H -0.84 6.02 -3.05 0.1092
H -0.65 5.43 -5.31 0.0764
H -1.80 4.29 -6.03 0.0801
H -0.31 3.69 -5.32 0.0499
H 3.19 4.98 -4.22 0.0789
H 1.90 6.03 -3.60 0.0793
H 1.52 4.40 -4.18 0.0459
H 1.01 5.78 -1.41 0.1057
H 0.83 6.16 1.06 0.0793
H 1.56 5.00 2.18 0.0804
H 0.11 4.56 1.26 0.0565
H 3.06 3.27 1.36 0.1038
H 4.88 1.98 0.70 0.0746
H 5.61 2.21 -0.90 0.0774
H 4.33 1.02 -0.71 -0.0229
O -4.08 0.07 0.92 -0.4939
S -2.83 -0.75 0.89 0.9512
C -3.33 -2.46 0.76 -0.3612
C -2.37 -3.40 0.43 -0.0804
C -2.75 -4.73 0.30 -0.0726
C -4.08 -5.09 0.48 -0.0945
C -5.03 -4.13 0.78 -0.0846
C -4.66 -2.80 0.92 -0.0642
C -2.27 -0.80 2.61 -0.3306
C -2.96 -0.02 3.52 -0.0746
C -2.52 0.04 4.84 -0.0894
C -1.39 -0.67 5.22 -0.0989
C -0.71 -1.45 4.29 -0.0786
C -1.14 -1.51 2.98 -0.0707
H -1.34 -3.10 0.24 0.0873
H -2.01 -5.48 0.04 0.1035
H -4.37 -6.13 0.37 0.0958
H -6.07 -4.41 0.89 0.0979
H -5.38 -2.02 1.13 0.1059
H -3.83 0.52 3.18 0.1020
H -3.05 0.64 5.56 0.0980
H -1.04 -0.62 6.25 0.0953
H 0.17 -2.00 4.59 0.1037
H -0.59 -2.09 2.25 0.0852